Here is Cr2I2N4O12 as an isolated structure in a non-equilibrium geometry from OMol25. Energies are from ωB97M-V with the def2-TZVPD basis set.

Element x y z (Å)
Cr 7.3540 8.7254 10.1043
Cr 6.8843 4.3710 7.7736
I 9.7907 3.0128 8.1378
I 4.1902 3.5248 8.6296
N 7.6925 3.8236 4.7253
O 8.5653 4.5215 4.6932
O 6.8945 3.9560 5.5828
O 7.5514 2.9085 3.9470
N 7.4954 5.5738 10.7953
O 7.2241 4.9870 11.8410
O 7.4541 4.9887 9.7838
O 7.8152 6.7931 10.7787
N 4.0707 7.7955 9.5566
O 3.8919 8.1337 8.3857
O 5.1180 7.4243 9.8690
O 3.2636 8.0771 10.4705
N 6.5103 7.5792 6.9983
O 7.1424 7.9735 8.0012
O 6.4764 6.3815 6.9710
O 5.7019 8.2235 6.3787

* E_HOMO (alpha / beta): -0.0840 / -0.0871 Ha
* 2S+1: 9
* calculated total energy: -103560.1949 eV
* total charge: -2

Here is CrFNO2S2 as an isolated structure in a non-equilibrium geometry from OMol25. Energies are from ωB97M-V with the def2-TZVPD basis set.

Element x y z (Å)
Cr 1.6684 0.2782 1.0974
N -0.6514 0.6627 -0.7207
S -0.2705 -1.0369 -0.7618
O -0.0099 -1.2338 -2.2279
O 1.1169 -1.1020 -0.0097
S -0.4939 1.5160 0.5956
F -1.3596 0.9158 2.0270

* E_HOMO (alpha / beta): -0.3195 / -0.3230 Ha
* relative energy (zero: lowest compared OMol25 entry of this formula, charge and spin): 185.4 kJ/mol
* 2S+1: 5
* calculated total energy: -58390.8884 eV
* total charge: 0

Here is CsF6H2OP as an isolated structure in a non-equilibrium geometry from OMol25. Energies are from ωB97M-V with the def2-TZVPD basis set.

Element x y z (Å)
Cs 2.9737 0.3877 -1.6875
P -1.5449 -2.2373 0.6719
F -1.0655 -1.6447 -0.7566
F -0.0793 -2.9636 0.7471
F -0.9873 -0.9358 1.4711
F -1.9985 -2.9976 2.0763
F -2.9769 -1.4908 0.6597
F -2.0685 -3.4993 -0.2368
O 2.4563 4.7938 -1.1416
H 2.9035 4.9091 -0.3032
H 2.3874 5.6785 -1.5005

* E_HOMO: -0.3844 Ha
* relative energy (zero: lowest compared OMol25 entry of this formula, charge and spin): 46.8 kJ/mol
* calculated total energy: -28227.1718 eV
* total charge: 0

Here is CsF8N4O16S8 as an isolated structure in a non-equilibrium geometry from OMol25. Energies are from ωB97M-V with the def2-TZVPD basis set.

Element x y z (Å)
Cs -6.5354 15.3222 0.4819
N -6.7118 19.0428 3.2726
S -8.0372 18.3380 2.9244
O -8.0386 17.0222 2.3541
O -9.0574 19.2197 2.4535
F -8.4865 17.9790 4.4488
S -6.4071 19.7082 1.7237
O -7.1092 20.9346 1.4511
O -6.1163 18.7620 0.6780
F -4.9090 20.1189 2.1177
N -5.2736 14.5030 -4.4765
S -6.4412 13.5884 -5.2638
O -7.6922 13.3443 -4.6020
O -5.8381 12.5089 -5.9967
F -6.8238 14.6932 -6.3578
S -5.2755 13.7110 -3.1470
O -5.2414 12.2830 -3.1802
O -5.9263 14.3314 -1.9959
F -3.7431 14.0167 -2.7754
N -8.2912 10.9376 2.3424
S -7.8757 9.7108 1.3058
O -7.3290 8.5236 1.9103
O -7.2725 10.0487 0.0389
F -9.3632 9.2181 0.9008
S -6.9014 11.5247 2.4636
O -6.4890 12.5325 1.5077
O -5.8811 10.7168 3.1086
F -7.1276 12.5139 3.7184
N -3.5278 16.5128 4.3277
S -3.0876 16.2437 2.7466
O -4.1700 16.0013 1.8000
O -1.8292 15.6244 2.4531
F -2.7522 17.7862 2.5009
S -3.7411 15.0191 4.7406
O -2.5972 14.1549 4.8889
O -4.9670 14.4091 4.3098
F -4.0813 15.3964 6.2789

* E_HOMO: -0.1102 Ha
* relative energy (zero: lowest compared OMol25 entry of this formula, charge and spin): 135.7 kJ/mol
* calculated total energy: -147690.2429 eV
* total charge: -3

Here is CsH30O15 as an isolated structure in a non-equilibrium geometry from OMol25. Energies are from ωB97M-V with the def2-TZVPD basis set.

Element x y z (Å)
Cs 0.2242 0.4957 -0.3232
O -3.4200 1.2240 -0.1104
H -3.9159 1.7820 -0.7096
H -4.0858 0.8106 0.4391
O -1.2781 -2.2926 -0.5116
H -2.0988 -2.5959 -0.8999
H -1.2134 -2.7697 0.3157
O -3.6844 -0.4884 -2.9286
H -3.2032 -0.9111 -3.6399
H -3.0061 -0.2028 -2.3166
O 0.9476 -2.3019 1.6738
H 0.2984 -3.0010 1.5958
H 0.9329 -2.0631 2.6006
O 0.8948 -3.7188 -2.5807
H 0.0583 -4.0325 -2.2371
H 0.6597 -2.9935 -3.1593
O 0.6882 -1.2178 4.1116
H 0.6228 -1.2995 5.0630
H -0.1287 -0.7927 3.8505
O -0.1886 4.1744 -0.0325
H 0.5115 4.5522 0.4999
H 0.0812 4.3396 -0.9359
O -0.8327 1.8692 -3.1854
H -1.3731 2.6516 -3.2958
H -0.5485 1.6468 -4.0719
O 0.6396 2.5384 3.3800
H -0.1547 2.7694 2.8984
H 0.3844 1.7894 3.9187
O 2.3978 -1.7510 -0.8283
H 1.7710 -2.0700 -0.1789
H 2.0807 -2.1018 -1.6605
O -1.5341 -0.3661 2.8344
H -2.1287 0.2702 2.4370
H -2.0311 -0.7358 3.5641
O 1.4946 -0.3995 -3.5313
H 1.9643 -0.0784 -4.3010
H 0.6444 -0.6811 -3.8692
O 3.8348 2.1828 -0.6063
H 3.9172 1.8752 -1.5090
H 4.1522 1.4531 -0.0742
O -1.4631 2.5545 1.6723
H -1.1174 3.3215 1.2158
H -2.2190 2.2852 1.1505
O 3.7489 -2.1451 1.5695
H 3.8776 -1.3354 1.0754
H 2.7984 -2.2403 1.6308

* E_HOMO: -0.4577 Ha
* relative energy (zero: lowest compared OMol25 entry of this formula, charge and spin): 146.7 kJ/mol
* calculated total energy: -31743.7912 eV
* total charge: +1

Here is CsH4O2 as an isolated structure from OMol25. Energies are from ωB97M-V with the def2-TZVPD basis set.

Element x y z (Å)
Cs -0.3699 0.7710 -0.1331
O 1.2174 0.7363 2.7226
H 1.4016 1.4744 2.1417
H 1.2336 1.1134 3.6023
O -1.4422 -1.3400 -2.5080
H -1.3365 -2.0096 -3.1838
H -0.7040 -0.7455 -2.6417

* E_HOMO: -0.5786 Ha
* relative energy (zero: lowest compared OMol25 entry of this formula, charge and spin): 76.9 kJ/mol
* calculated total energy: -4702.3218 eV
* total charge: +1

Here is CsO8S2 as an isolated structure from OMol25. Energies are from ωB97M-V with the def2-TZVPD basis set.

Element x y z (Å)
Cs -0.6637 0.0303 0.9891
S -1.3823 3.4371 0.0025
O -2.3204 2.2693 -0.0782
O -0.1693 2.9271 0.7259
O -1.0123 3.8935 -1.3588
O -2.0095 4.5546 0.7531
S 1.5211 -3.4326 -0.2131
O 2.5946 -3.4647 0.8182
O 0.5949 -2.2815 0.0963
O 2.1020 -3.2275 -1.5643
O 0.7449 -4.7056 -0.1708

* E_HOMO: 0.0604 Ha
* relative energy (zero: lowest compared OMol25 entry of this formula, charge and spin): 14.2 kJ/mol
* calculated total energy: -38597.3434 eV
* total charge: -3

Here is Cu2FZn as an isolated structure in a non-equilibrium geometry from OMol25. Energies are from ωB97M-V with the def2-TZVPD basis set.

Element x y z (Å)
Cu -1.9603 -0.5150 0.8098
Cu 0.3348 2.4356 0.5930
Zn 1.3294 -1.7772 -1.1516
F 0.2961 -0.1434 -0.2512

* E_HOMO (alpha / beta): -1.4131 / -1.4094 Ha
* relative energy (zero: lowest compared OMol25 entry of this formula, charge and spin): 370.4 kJ/mol
* 2S+1: 3
* calculated total energy: -140321.1467 eV
* total charge: +5